(1)
{"formula": "C34H45BrIN4O6S2SiZr", "method": "ωB97M-V with the def2-TZVPD basis set", "species": ["H", "C", "C", "C", "C", "O", "H", "H", "H", "H", "H", "H", "C", "C", "C", "C", "C", "C", "S", "N", "H", "N", "H", "C", "H", "O", "H", "C", "C", "O", "I", "C", "H", "C", "N", "N", "O", "H", "S", "C", "H", "H", "H", "H", "C", "H", "H", "H", "O", "H", "H", "H", "C", "C", "H", "H", "H", "C", "Zr", "C", "H", "C", "H", "H", "Br", "H", "C", "C", "H", "H", "H", "H", "C", "C", "C", "C", "Si", "C", "O", "C", "C", "C", "H", "H", "H", "H", "H", "C", "H", "H", "H", "H", "H", "H", "C"], "positions_angstrom": [[4.5660, 1.2028, -2.2249], [-5.3412, 1.1771, 0.6171], [1.8752, 1.1151, -3.3677], [-4.3872, -0.6147, -2.0315], [0.6147, -3.5756, 1.5404], [0.2021, 1.2350, 0.4169], [4.8432, 1.5550, 0.2203], [-5.1351, -1.1203, 4.8062], [-5.2758, 0.5454, 5.3480], [1.6974, -3.4584, 1.5574], [-0.2700, -6.6483, -2.6097], [0.3573, -4.3445, 0.8141], [3.0044, 3.2901, -2.7186], [-4.3261, 0.3831, 2.6330], [-0.9556, 3.0589, -0.5826], [4.1419, 0.2221, -2.4402], [7.3455, 0.8380, 2.3766], [-6.5961, 1.0815, 1.2018], [-5.2248, 1.7199, -1.0510], [-5.4651, 0.3501, -1.9208], [1.0194, -6.1705, -3.7430], [0.8703, -4.9853, -2.0319], [-0.4611, -5.2020, -3.6250], [6.7571, -0.2127, 3.0567], [-1.1308, -1.5020, 3.4958], [-1.7682, -0.0051, -1.0322], [7.1173, 2.2980, 0.8180], [-1.8882, -0.1915, -2.2893], [-5.5743, 0.2815, 3.2418], [-0.8152, -0.3687, -2.9339], [2.8729, -0.5732, 1.1633], [4.7873, 0.0029, 1.7016], [-3.2346, 0.8851, 0.8514], [3.7051, 4.4729, -2.5593], [0.0950, -2.6896, -1.6166], [1.8219, 1.3991, -1.9003], [-6.3407, 2.5590, -1.3607], [4.1017, 5.0005, -3.4144], [2.6788, 2.4590, -4.2392], [-2.1004, -2.4654, 0.8628], [0.0731, 2.3156, 2.6637], [8.3418, 1.1540, 2.6493], [-4.8339, -1.5413, -2.3943], [-3.4418, 0.0934, 3.1855], [2.7112, 3.0985, -0.3285], [-7.4751, 1.3644, 0.6415], [-3.1469, -0.8432, -3.8287], [2.3771, -4.7690, -0.5988], [2.0310, -0.9110, -2.0429], [-0.6054, 0.0132, 2.7584], [-3.3702, 0.8180, -3.3153], [3.5921, 4.6779, 0.8239], [3.8961, 4.9722, -1.2766], [-0.3346, 2.9833, 1.9098], [4.4794, -0.4825, -1.6822], [-2.2388, -2.8774, -0.1368], [0.5873, -1.1171, 3.3838], [-3.2257, -0.2031, -2.9483], [0.3619, -0.4357, -1.0228], [-6.7016, 0.6378, 2.5086], [2.7210, -5.9347, -1.8928], [2.5051, 2.6154, -1.6075], [4.5173, -0.0962, -3.4126], [-1.3548, 3.2808, 2.1598], [4.7497, -2.0769, 3.7065], [0.3110, -3.9533, 2.5191], [1.9520, -5.5480, -1.2242], [5.4747, -0.6385, 2.7255], [1.5720, -6.3510, -0.5915], [4.4376, 5.8970, -1.1429], [2.3714, 2.5313, 0.5265], [-4.0286, -0.8246, -1.0237], [0.2485, -5.8045, -3.0657], [5.3834, 1.0603, 1.0138], [-0.3669, -1.0464, 2.8616], [-5.6886, -0.1937, 4.6606], [-0.3122, -1.9638, 1.2103], [-0.3260, 2.3473, 0.5622], [-3.8720, 2.1884, -1.2477], [3.4121, 4.2904, -0.1689], [-4.2001, 0.8319, 1.3293], [6.6615, 1.4768, 1.3543], [-2.7810, -1.6215, 0.9772], [-6.0279, 0.5346, -2.7371], [7.2869, -0.7147, 3.8538], [0.9582, 0.7582, -3.8261], [0.2476, 3.9057, 1.8591], [2.6438, 0.2310, -2.4631], [-0.8968, 4.1369, -0.4524], [-2.3922, -3.2313, 1.5852], [-2.0187, 2.7801, -0.6094], [-7.6786, 0.5675, 2.9691], [-0.4990, 2.7565, -1.5250], [-6.7249, -0.3672, 4.9404], [0.4534, -3.7755, -1.8036]], "max_force_ev_per_a": 0.6, "e_homo_ha": -0.3672, "e_above_lowest_kcal_mol": 37.0, "e_tot_ev": -163203.5795, "total_charge": 1, "gap_ev": 7.611}

***

(2)
{"formula": "C34H45Cl18FN2O4S3", "method": "ωB97M-V with the def2-TZVPD basis set", "species": ["H", "C", "Cl", "Cl", "O", "H", "C", "H", "C", "H", "S", "H", "H", "S", "S", "H", "C", "H", "C", "C", "H", "C", "C", "Cl", "Cl", "H", "H", "Cl", "H", "O", "C", "C", "C", "Cl", "C", "H", "Cl", "C", "H", "H", "H", "C", "H", "H", "C", "H", "Cl", "H", "H", "H", "H", "C", "Cl", "C", "C", "C", "Cl", "H", "Cl", "C", "C", "C", "H", "C", "C", "H", "H", "Cl", "H", "H", "F", "C", "H", "C", "H", "H", "Cl", "Cl", "C", "H", "H", "H", "H", "H", "C", "C", "H", "Cl", "Cl", "O", "C", "H", "N", "H", "C", "C", "C", "H", "N", "H", "Cl", "C", "Cl", "O", "H", "H", "H"], "positions_angstrom": [[2.9596, 3.7005, -0.5883], [1.8920, 1.2737, 0.9000], [-2.0412, 1.3013, -8.2019], [5.8792, 0.1269, -8.5152], [0.2436, -3.6954, -2.2182], [3.3348, 3.0880, 1.4691], [2.9884, -2.8652, 4.3040], [-2.5738, -2.7993, -2.7512], [1.2009, -2.8026, 6.2651], [-0.1135, 0.9565, 7.0464], [-0.0540, -2.1974, -2.5632], [-0.9454, -3.7250, 6.3318], [1.7015, -4.6936, 4.9633], [-2.9907, -3.6914, 4.1225], [-3.4590, -0.6665, 4.2474], [-0.0792, -0.2357, 9.8260], [-4.5654, 3.9879, -9.7692], [-3.5202, -2.5580, 1.8618], [2.5149, 2.3790, 1.9417], [-3.2904, -5.6477, 1.3143], [3.1234, -4.1695, 6.1885], [0.9087, 0.2319, 9.8249], [0.7733, -1.3628, 0.2774], [0.7388, 1.8945, 9.2364], [1.9671, -0.7021, 8.7540], [-2.2376, -1.0403, -1.9171], [-2.7685, 1.1256, 8.0048], [-4.2943, 3.8631, -8.0226], [-3.7223, -6.6852, 0.9598], [0.5312, -1.9952, -4.0154], [0.3531, -2.8110, 0.9593], [-2.3748, 1.5267, 6.9606], [-1.0736, 0.6791, 6.4307], [1.5339, 0.2197, 11.4828], [0.6065, -0.9722, -1.3099], [0.0340, 0.5630, -3.8931], [0.5395, 1.2931, -6.8515], [1.9730, -2.3267, 3.1268], [-2.4019, 3.7837, 6.3092], [0.8640, 5.3677, -1.2160], [-3.2356, 1.5103, 6.1365], [-1.9097, -1.8330, -2.7331], [-5.1392, -4.3357, 0.8695], [3.9823, -0.1288, -7.1402], [0.7497, 4.1925, -1.0855], [-1.3457, -0.0465, -6.3980], [4.6208, 2.1137, -6.7970], [-5.0385, -2.7712, 2.9829], [-2.4924, 3.5605, 8.1937], [1.6280, -4.5036, 2.2969], [-0.7347, -1.2749, 7.5726], [2.3958, 0.8853, -4.0159], [-0.0211, 4.6426, -6.2179], [0.8938, 1.1308, -3.3299], [-4.0498, -3.3153, 2.5935], [2.2795, 1.0362, -12.8297], [3.1461, 0.9855, -9.0411], [-5.6316, 4.1566, -9.9409], [-3.6678, 5.3595, -10.4418], [4.3573, 0.6683, -7.7873], [1.6887, 1.6829, -0.6976], [2.2702, -3.7904, 5.4515], [2.9430, 1.9211, -4.2476], [2.0961, 3.2075, -1.2048], [-1.1989, 1.0013, -6.6722], [-2.5373, -5.8841, 2.1877], [1.2364, -3.0607, 7.4130], [-1.8702, 2.0149, -5.3831], [-0.8245, 3.2946, 7.2498], [3.8320, -3.5308, 3.7870], [3.3004, 0.1965, -3.0207], [1.3822, -3.3429, 2.1657], [1.5729, -1.6910, 6.0390], [-0.3227, -3.0181, 5.6300], [-2.7834, -5.1583, 0.3752], [1.8251, 1.0982, -13.8219], [1.1444, 6.9320, -4.8456], [3.0210, -0.5634, -12.6544], [1.4165, -0.2421, 1.3399], [1.5905, 3.0214, 2.3329], [3.0472, 1.8759, 2.8828], [2.0122, 4.7487, -5.0311], [-0.9632, 0.8861, 5.2703], [3.5871, -1.9818, 4.8326], [1.6155, -0.7039, 2.9353], [-1.3649, -0.9543, 6.6381], [2.4241, 3.2476, -2.3404], [0.3868, 4.5597, -3.3350], [1.0079, 1.2687, -11.6180], [1.4664, 0.1141, 3.9795], [1.0535, 0.5745, -1.7633], [-5.2679, -5.3204, 2.4958], [-1.0564, -1.7195, 5.3697], [-2.5060, -1.0626, 6.9468], [-4.5238, -4.6820, 1.8157], [-2.3855, -1.9602, 4.6492], [-2.0053, 3.1265, 7.2082], [-1.1859, 4.4594, -0.7347], [-0.4899, 3.6642, -0.7935], [-0.1408, -3.5813, 4.5937], [3.5056, 2.3084, -12.6968], [1.0134, 5.1653, -4.8778], [-4.1007, 2.4825, -10.5800], [-0.7294, -3.5302, 0.6546], [-2.0722, -1.2812, -3.7791], [0.5905, 2.2837, -3.3639], [2.3564, 0.1715, -4.9460]], "max_force_ev_per_a": 8.3, "e_homo_ha": -0.3014, "e_tot_ev": -307760.0002, "gap_ev": 6.552}